No. 1
This record from the Open Molecules 2025 dataset describes a molecular structure, C49H62BN3O4Pt in a non-equilibrium geometry. The level of theory is the ωB97M-V functional and the def2-TZVPD basis.

The geometry in XYZ format:
```
120
Properties=species:S:1:pos:R:3:forces:R:3
Pt -0.891157 0.791575 -0.924116 -0.6 -0.3 1.0
O -1.090879 -1.157684 -1.339468 0.0 -0.7 -0.7
O 2.755762 -0.391203 -0.462698 0.0 -0.2 0.1
O 1.534304 -2.085404 -1.398265 0.1 -0.1 -0.2
O -1.121488 2.676607 -0.230329 0.6 0.5 -0.2
N -3.350258 0.790381 -1.267017 -0.3 0.1 -0.3
N 2.575990 5.872559 -7.602065 0.0 0.1 -0.1
N -1.883996 0.161060 1.082394 0.3 0.0 -0.5
C 2.939137 3.835809 -4.786138 0.0 -0.1 0.1
C -1.094609 -7.103003 1.187484 0.0 0.0 0.0
C 2.000749 4.126675 -5.772505 0.1 0.2 -0.2
C -0.831494 -0.821031 1.475963 -0.1 -0.1 0.2
C -2.276659 -5.760750 2.910271 0.0 0.0 0.0
C 3.780729 -4.213844 0.588236 0.0 0.0 0.0
C 3.138497 4.327119 4.346261 0.0 0.0 0.0
C 0.767525 3.481391 -5.801825 0.0 -0.1 0.1
C 2.630241 2.909107 -3.807530 0.1 0.0 -0.1
C -1.214103 -3.864616 -2.662182 0.1 0.1 0.1
C -3.496911 0.564714 -2.704645 -0.1 0.1 0.1
C 0.225322 -5.806903 2.842073 0.0 0.0 0.0
C 1.012090 4.556851 -1.383078 0.1 -0.1 -0.2
C 1.158954 3.198920 3.228162 0.0 0.1 0.1
C -1.877947 1.286516 2.027925 0.1 0.2 -0.1
C -1.051116 -5.800963 1.987841 0.1 0.0 0.0
C 1.112615 1.262951 -2.837753 -0.7 0.6 -0.2
C 1.086406 3.807530 5.647747 0.0 0.0 0.0
C 1.470895 6.261692 0.345009 0.0 0.0 0.0
C 1.397686 2.257511 -3.831473 -0.1 -0.4 0.2
C -1.052082 -4.569405 1.083778 0.0 0.0 0.0
C -1.267043 -2.667062 -3.613354 0.0 0.0 0.0
C 0.474140 2.534332 -4.837950 -0.1 0.1 -0.1
C -2.480955 -4.696664 -2.922695 0.0 0.0 0.0
C -1.126086 -4.636459 -0.298233 0.0 0.0 -0.1
C -4.065338 2.003233 -0.886945 0.0 -0.1 0.1
C 0.537342 5.115270 -0.049054 -0.1 0.0 0.0
C 2.591570 1.964880 4.874692 0.0 0.0 0.0
C 1.991832 3.328071 4.503590 0.0 0.0 0.0
C 2.319607 5.100465 -6.792130 -0.1 -0.2 0.2
C -0.638968 2.133358 2.016128 0.1 -0.2 0.2
C 4.531957 -3.187621 1.154400 0.0 0.0 0.0
C 4.265135 -1.847522 0.870896 0.1 0.0 0.0
C -3.244408 -0.387066 0.923674 -0.1 -0.1 0.2
C 1.273000 4.082315 2.160648 0.0 0.0 0.0
C -1.056358 -2.248234 -0.570138 -0.2 0.2 -0.1
C 0.024722 -4.688210 -3.054693 0.0 0.0 0.0
C -0.875782 5.703653 -0.205077 0.0 0.0 0.0
C -1.137527 -3.530074 -1.153383 0.0 -0.2 -0.1
C -0.397808 2.926931 0.886401 -0.3 -0.1 -0.4
C 2.728697 -3.949827 -0.288588 0.0 -0.1 0.0
C 0.500758 4.001593 0.999366 0.0 0.2 0.1
C -3.791915 -0.374019 -0.515285 0.2 0.1 0.1
C -0.978903 -2.163739 0.835082 0.1 0.1 -0.1
C 3.229270 -1.604040 0.001418 0.0 0.2 0.0
C 0.889756 0.406171 -1.980625 1.2 -0.3 0.3
C 0.148734 2.247941 3.148328 0.0 0.0 0.0
C -0.982416 -3.295165 1.630774 0.0 0.0 0.0
C 2.486569 -2.625833 -0.561642 0.0 0.0 -0.1
B 1.700358 -0.728034 -1.304491 -0.1 0.4 0.3
H -3.964844 2.185455 0.180419 0.0 0.0 0.0
H -2.467730 -5.652115 -2.397865 0.0 0.0 0.0
H -0.416539 -2.001115 -3.485385 0.0 0.0 0.0
H -0.855160 6.531910 -0.919509 0.0 0.0 0.0
H -2.276357 -4.865885 3.534868 0.0 0.0 0.0
H -3.447289 -1.261335 -1.040135 0.0 0.0 0.0
H 0.125632 -0.383864 1.188392 0.0 0.1 0.2
H -2.178075 -2.089845 -3.472667 0.0 0.0 0.0
H 0.270730 -4.939450 3.502399 0.0 0.0 0.0
H -3.269511 -1.420799 1.271923 0.0 0.0 0.0
H -3.912281 0.183715 1.570495 0.0 0.0 0.0
H -5.133286 1.922314 -1.136499 0.0 0.0 0.0
H 0.121571 -5.595083 -2.455252 0.0 0.0 0.0
H -4.542224 0.352895 -2.975621 0.0 0.0 0.0
H 0.248129 3.125281 5.799913 0.0 0.0 0.0
H -1.264706 -3.049813 -4.638635 0.0 0.0 0.0
H 2.066917 4.287230 -1.305745 0.1 -0.1 -0.1
H -0.059585 1.593635 3.989808 0.0 0.0 0.0
H 5.337356 -3.431476 1.834443 0.0 0.0 0.0
H 3.217885 1.583921 4.064897 0.0 0.0 0.0
H 3.897026 4.336923 -4.789717 0.0 0.0 0.0
H 1.817310 1.223992 5.079394 0.0 0.0 0.0
H 3.745147 4.330982 5.254486 0.0 0.0 0.0
H -1.172312 -5.614317 -0.757585 0.0 0.0 0.0
H -0.921054 -3.163771 2.706834 0.0 0.0 0.0
H 0.438667 3.672599 -1.651134 0.0 0.0 0.0
H 0.928458 -4.090277 -2.925025 0.0 0.0 0.0
H -3.198188 -5.762691 2.323907 0.0 0.0 0.0
H 0.679720 4.796794 5.427423 0.0 0.0 0.0
H 1.987257 4.888142 2.237145 0.0 0.0 0.0
H -2.716204 1.929604 1.761809 0.0 0.0 0.0
H -1.234582 6.089237 0.752288 0.0 0.0 0.0
H 3.347759 2.654390 -3.039802 0.0 0.1 0.0
H 1.502762 6.985698 -0.472673 0.0 0.0 0.0
H 0.265390 -6.706053 3.462877 0.0 0.0 0.0
H -0.477321 2.019889 -4.844846 0.0 0.0 0.0
H -2.048608 0.911014 3.046067 0.0 -0.1 0.0
H -0.809337 -0.918928 2.569023 -0.2 -0.1 0.0
H 2.772899 5.344163 4.191571 0.0 0.0 0.0
H 0.054638 3.715979 -6.579529 0.0 0.0 0.0
H -2.002371 -7.176852 0.584826 0.0 0.0 0.0
H -1.081243 -7.951871 1.874336 0.0 0.0 0.0
H 1.650206 3.866658 6.583118 0.0 0.0 0.0
H -2.577636 -4.904334 -3.991981 0.0 0.0 0.0
H 4.842197 -1.040460 1.301054 0.0 0.0 0.0
H -1.575557 4.949627 -0.560963 0.0 0.0 0.0
H 1.112720 -5.788740 2.204961 0.0 0.0 0.0
H 0.904656 5.299554 -2.181001 0.0 0.0 0.0
H -2.869119 -0.269153 -3.001839 0.0 0.0 0.0
H -2.287877 -6.633144 3.569336 0.0 0.0 0.0
H -3.176070 1.458647 -3.240545 0.0 0.0 0.0
H -0.229881 -7.197013 0.526322 0.0 0.0 0.0
H -4.889726 -0.413882 -0.469987 0.0 0.0 0.0
H -3.635572 2.857896 -1.406481 0.0 0.0 0.0
H 3.208429 2.057372 5.772069 0.0 0.0 0.0
H 2.494149 5.921662 0.518931 0.0 0.0 0.0
H -3.369510 -4.148417 -2.600548 0.0 0.0 0.0
H 1.119300 6.782710 1.238179 0.0 0.0 0.0
H 4.018049 -5.241477 0.829781 0.0 0.0 0.0
H 3.787608 4.062014 3.508543 0.0 0.0 0.0
H -0.039848 -4.984354 -4.105296 0.0 0.0 0.0
H 2.132896 -4.738193 -0.728739 0.0 0.0 0.0
```
Forces are in eV/Å.

Output
HOMO-LUMO gap (alpha / beta)   6.17 / 6.17 eV
Lowest unoccupied orbital energy (alpha / beta)   -1.213 / -1.214 eV
Energy   -2513.79265 Ha

No. 2
This record from the Open Molecules 2025 dataset describes a molecular structure, C49H62F4N7O2SeW in a non-equilibrium geometry. The level of theory is the ωB97M-V functional and the def2-TZVPD basis.

The geometry in XYZ format:
```
126
Properties=species:S:1:pos:R:3:forces:R:3
W 0.991326 -0.990417 -0.262863 2.0 -3.2 2.5
Se -0.288691 1.191117 0.511630 -0.8 0.8 -0.2
F 2.521642 -5.163217 -1.834379 -0.1 0.0 -0.3
F 0.490094 -1.016648 -2.849307 0.3 -1.3 -1.1
F 1.709918 -6.131400 -4.234013 0.1 -0.1 0.0
F -0.277811 -2.008905 -5.266808 0.0 0.1 0.1
O -0.634931 -1.321703 -0.754651 -1.4 -0.3 -0.7
O 1.799032 0.299056 -1.189602 1.0 1.4 -1.2
N -0.507275 -2.679667 3.628114 0.2 0.2 -0.7
N 0.128445 -2.012761 1.614949 0.3 -0.2 0.2
N -0.729555 -1.347563 5.571996 0.6 0.3 0.5
N -1.211510 0.716663 5.950990 -0.4 0.9 0.2
N 2.909730 -0.936215 1.098413 0.0 -0.2 0.0
N -1.697769 -0.383696 5.611647 -0.9 -0.8 0.0
N 1.964044 -2.483045 -1.077654 0.0 0.7 0.3
C 3.392468 -2.594692 -0.721131 0.9 0.3 0.4
C -0.635489 -1.723249 2.692026 0.0 0.5 -0.4
C 1.097758 1.509322 6.543055 -0.1 -0.2 0.0
C 0.847116 -2.304384 -3.233213 -0.2 0.8 0.2
C 2.442057 2.369864 -2.412285 0.2 -0.7 0.0
C -0.143776 6.373415 -2.095962 0.2 -0.1 0.0
C 2.746666 -0.841667 2.574866 -0.2 0.1 0.6
C 1.875730 -4.376749 -2.702927 0.0 0.1 0.3
C 3.594215 -2.225619 0.755814 0.0 -0.5 -0.3
C 1.450400 -4.876872 -3.937274 0.0 0.3 0.3
C 4.386134 0.759483 -2.735979 -0.2 0.1 -0.1
C -1.904348 -0.881151 -0.655980 -1.8 0.8 0.2
C 0.431946 -2.787162 -4.468335 0.2 0.0 0.5
C -6.289685 -0.095235 1.287992 0.0 0.1 -0.1
C 1.769715 -1.233472 6.055179 0.1 -0.2 0.0
C 2.576916 0.979748 -4.442935 0.1 0.1 0.1
C 0.664162 2.292139 -0.780312 -0.1 -0.3 0.3
C -4.264261 -1.021504 -0.651944 0.2 0.3 0.0
C 1.593916 -3.059164 -2.312661 -0.8 -0.4 -1.1
C -3.047077 -1.667382 -0.830735 0.7 -0.2 0.0
C -4.401621 0.296409 -0.224515 0.0 -0.2 0.0
C -1.013496 -2.618036 5.006365 -0.5 0.1 0.4
C 1.233948 5.940372 -1.576873 -0.1 0.3 0.0
C 1.401567 6.408272 -0.122877 0.0 -0.1 -0.2
C 1.323381 4.428566 -1.615895 0.2 -0.1 -0.1
C 2.316968 6.611674 -2.421866 -0.2 -0.1 0.1
C 0.738192 -4.088355 -4.829230 0.1 0.1 0.3
C -3.700715 -3.448982 -2.443022 0.1 0.0 0.1
C 1.665238 1.625040 -1.510333 -0.6 1.5 0.2
C -3.241698 1.043975 0.009512 0.5 0.0 -0.1
C 3.839534 0.174800 0.754262 0.2 0.5 -0.4
C 2.227815 3.748716 -2.425352 -0.2 0.0 0.2
C -5.813609 2.247612 0.568563 0.1 -0.2 -0.1
C 4.254204 2.794105 -4.145328 -0.1 -0.1 0.1
C -5.792912 0.786227 0.127131 -0.2 0.1 0.1
C 0.129429 0.581864 6.164863 0.9 -1.1 -0.2
C 2.709287 -0.305388 6.460478 0.0 -0.2 -0.1
C 0.468972 -0.772926 5.918864 -0.2 0.8 0.0
C 2.382665 1.037932 6.693125 0.0 0.2 0.0
C -6.723361 0.616519 -1.079455 0.1 0.1 0.1
C 0.672581 -3.265457 1.884874 0.0 -0.4 0.2
C 0.295521 -3.664421 3.129259 0.5 -0.1 -0.7
C -1.622585 -0.627552 2.794461 -0.3 0.3 0.1
C 3.418877 1.741860 -3.408924 0.1 -0.2 -0.1
C -2.016677 0.455286 -0.230791 0.6 0.2 0.1
C -1.640906 -3.792693 -1.087574 -0.1 0.1 0.0
C -3.837963 -3.842507 0.048682 0.1 0.1 -0.2
C -3.043131 -3.171358 -1.085184 0.1 -0.2 -0.1
C 0.497432 3.661166 -0.799164 -0.2 -0.5 0.1
H -6.738195 -0.404664 -1.445081 -0.1 -0.2 -0.1
H -1.130064 -3.637740 -0.130774 0.0 -0.1 -0.1
H -6.418029 1.266443 -1.893893 0.0 0.1 -0.2
H 2.115742 0.017529 2.824444 0.1 -0.1 0.0
H -3.289089 2.049080 0.399674 -0.1 0.1 0.1
H -1.034389 -3.397130 -1.902598 0.0 -0.1 0.0
H 4.746488 0.101534 1.361997 -0.2 -0.1 0.0
H -2.259540 -0.750836 3.671045 0.1 0.0 -0.3
H 3.718342 -0.689780 3.057623 -0.1 0.0 -0.2
H 3.161424 1.710930 7.014760 0.1 0.1 0.0
H 3.183521 -3.024522 1.382337 0.1 0.3 -0.1
H -7.274361 0.233681 1.603611 -0.1 0.1 0.0
H -2.101476 -2.751390 5.024757 0.2 0.0 0.0
H 4.819203 3.413335 -3.452880 0.1 0.1 0.0
H 3.220233 0.589879 -5.226675 0.1 0.0 -0.1
H 2.218313 7.689074 -2.331956 0.0 0.1 0.0
H 3.724767 -0.629933 6.625982 0.1 0.0 0.0
H -1.178551 0.366103 2.884870 0.1 -0.1 0.1
H 3.365970 1.138418 0.958059 0.0 -0.1 -0.1
H 4.668693 -2.162422 0.973565 -0.2 0.1 0.0
H 4.140854 0.133230 -0.290261 -0.2 0.0 0.1
H -7.735381 0.877792 -0.788335 -0.2 0.1 0.0
H -6.835328 2.537719 0.793685 -0.1 0.0 0.0
H 3.974899 -1.927639 -1.381182 -0.2 -0.2 0.2
H 2.337833 6.046118 0.295760 0.1 0.0 0.1
H -0.255633 4.114098 -0.172710 0.0 0.1 0.0
H 2.828099 4.336840 -3.092886 0.1 0.0 -0.1
H -5.620653 -0.028299 2.142936 0.1 0.0 0.1
H 0.532927 -4.555675 3.675235 0.0 -0.2 0.1
H -0.216523 7.456208 -2.050015 -0.1 0.1 0.0
H -0.945754 5.953315 -1.494879 -0.2 0.0 0.1
H 2.326436 -1.750156 3.002062 -0.1 0.1 -0.2
H -3.464031 -3.527330 1.021842 0.0 0.0 0.1
H 4.966300 2.293608 -4.796254 0.0 -0.1 -0.1
H 2.217112 6.366706 -3.475290 0.0 0.0 -0.2
H -0.281017 6.063942 -3.129350 -0.1 0.0 -0.1
H 2.029802 -2.270072 5.903378 0.1 -0.1 0.0
H 1.840781 1.638602 -4.894887 -0.1 0.0 -0.1
H 0.825012 2.535262 6.725302 0.0 0.2 0.1
H 4.988483 1.261297 -1.979873 0.0 0.0 0.1
H 2.059219 0.145245 -3.979656 -0.1 -0.1 0.0
H 3.832841 -0.077780 -2.302296 0.2 0.1 0.0
H 3.782475 -3.608104 -0.869967 -0.3 0.2 -0.1
H -3.147990 -2.970699 -3.249792 0.1 0.0 -0.1
H 3.312647 6.343369 -2.077681 0.2 0.0 0.0
H -5.452594 2.902103 -0.219633 0.1 0.2 -0.1
H 1.418161 7.493815 -0.099934 0.0 0.1 0.0
H -6.370231 -1.136637 0.992928 0.0 -0.2 0.0
H -0.537871 -3.430209 5.565197 -0.1 0.2 -0.1
H 0.412518 -4.487411 -5.777729 0.0 -0.1 -0.1
H -5.158289 -1.603263 -0.803977 -0.1 -0.1 0.0
H -4.720802 -3.079748 -2.471295 -0.2 0.0 0.0
H -2.270557 -0.628096 1.920213 0.0 -0.1 0.0
H 0.582806 6.076468 0.508045 -0.1 0.0 0.1
H -3.735778 -4.921140 -0.020785 0.0 -0.2 0.0
H 5.064531 0.354453 -3.483467 0.0 0.0 -0.1
H -5.224552 2.404605 1.468567 0.1 0.1 0.2
H 1.221420 -3.819491 1.139501 0.0 0.0 0.2
H -3.725540 -4.519012 -2.627720 0.0 -0.1 0.0
H -1.730651 -4.865214 -1.242763 0.0 -0.1 0.0
H -4.895063 -3.610228 -0.005891 -0.2 0.0 0.0
H 3.631888 3.423823 -4.774787 0.0 0.1 -0.1
```
Forces are in eV/Å.

Output
Total charge   +3
HOMO-LUMO gap   4.61 eV
Lowest unoccupied orbital energy   -10.969 eV
Energy   -5305.18250 Ha